(1)
The molecule C3H2Cl2OS2 at a distorted geometry. Source: the OMol25 dataset; level of theory: ωB97M-V/def2-TZVPD.

Properties
Spin multiplicity: 1
Relative energy (zero: lowest compared OMol25 entry of this formula, charge and spin), kJ/mol: 192.4
LUMO energy, hartree: 0.00815
HOMO-LUMO gap, eV: 9.49

Structure (XYZ):
```
10
C3H2Cl2OS2 (ωB97M-V/def2-TZVPD)
C 0.58157 0.85618 -1.21511
C -0.36736 1.26585 -0.40832
C 0.01261 -1.31948 0.37681
O -0.22053 0.74905 2.26933
S 1.25719 -0.73545 -0.88959
S -0.90590 0.14449 1.18293
Cl -1.25105 -2.27909 -0.44706
Cl 0.82531 -2.01575 1.78752
H 1.07697 1.19380 -2.11779
H -1.00881 2.14039 -0.53871
```

The computed natural (NBO) charges, all in e, follow:
1 C -0.362
2 C -0.400
3 C -0.484
4 O -0.910
5 S 0.305
6 S 1.285
7 Cl 0.030
8 Cl 0.052
9 H 0.254
10 H 0.231


(2)
A cluster of 4 separate species, C5H7N in total at a distorted geometry. Source: the OMol25 dataset; level of theory: ωB97M-V/def2-TZVPD.

Properties
Spin multiplicity: 1
Relative energy (zero: lowest compared OMol25 entry of this formula, charge and spin), kJ/mol: 888.3
LUMO energy, hartree: -0.00339
HOMO-LUMO gap, eV: 8.93

Structure (XYZ):
```
13
C5H7N (ωB97M-V/def2-TZVPD)
C -0.23674 2.56673 1.37809
C 0.00503 1.33344 0.59184
C 0.26971 0.27123 0.06069
C 0.55343 -1.00600 -0.52360
C -0.46105 -2.11763 -0.72614
H 0.41575 3.75431 0.45099
H 0.55913 2.44708 2.79225
H -1.79404 2.51282 1.56338
H 1.52172 -1.47739 -0.27891
H -1.54492 -2.02014 -0.45268
H 0.03331 -3.12724 -0.59533
H 0.66907 -1.84921 -2.40901
N 0.00961 -1.28801 -1.85156
```

The computed natural (NBO) charges, all in e, follow:
1 C -0.680
2 C -0.087
3 C -0.011
4 C -0.163
5 C -0.245
6 H 0.253
7 H 0.255
8 H 0.267
9 H 0.213
10 H 0.214
11 H 0.192
12 H 0.353
13 N -0.559


(3)
The molecule C5H7NO. Source: the OMol25 dataset; level of theory: ωB97M-V/def2-TZVPD.

Properties
Spin multiplicity: 1
Relative energy (zero: lowest compared OMol25 entry of this formula, charge and spin), kJ/mol: 71.7
LUMO energy, hartree: 0.03917
HOMO-LUMO gap, eV: 8.94
SMILES: Cc1cc(N)co1

Structure (XYZ):
```
14
C5H7NO (ωB97M-V/def2-TZVPD)
C 2.40354 -0.03812 0.15154
C 0.94399 0.14206 -0.07301
C -0.05281 -0.76005 -0.25562
C -1.28601 -0.02781 -0.18253
N -2.57260 -0.58850 -0.25909
C -0.92996 1.27439 -0.02770
O 0.43467 1.38779 0.04636
H 3.01462 0.59025 -0.50245
H 2.66775 -1.08562 -0.01510
H 2.65393 0.20970 1.18966
H 0.08013 -1.81331 -0.46060
H -2.60167 -1.49381 0.19523
H -3.26786 0.00568 0.17683
H -1.48771 2.19733 0.01647
```

The computed natural (NBO) charges, all in e, follow:
1 C -0.652
2 C 0.313
3 C -0.361
4 C 0.090
5 N -0.805
6 C -0.014
7 O -0.413
8 H 0.226
9 H 0.225
10 H 0.226
11 H 0.224
12 H 0.370
13 H 0.371
14 H 0.199


(4)
A cluster of 2 separate species, C2H5PS in total at a distorted geometry. Source: the OMol25 dataset; level of theory: ωB97M-V/def2-TZVPD.

Properties
Spin multiplicity: 1
Relative energy (zero: lowest compared OMol25 entry of this formula, charge and spin), kJ/mol: 301.7
LUMO energy (alpha / beta), hartree: -0.04772 / -0.08062
HOMO-LUMO gap (alpha / beta), eV: 7.71 / 6.25

Structure (XYZ):
```
9
C2H5PS (ωB97M-V/def2-TZVPD)
C -2.17162 -0.58485 -0.06742
C -1.38229 0.35214 0.47357
P 3.13355 0.61991 -1.04508
S 0.41271 0.66201 0.45372
H -2.07836 -1.53260 -0.71270
H -3.22029 -0.56101 0.37973
H -1.77301 0.95985 1.26642
H 3.10246 -0.74313 -0.82618
H 3.97683 0.82770 0.07795
```

The computed natural (NBO) charges, all in e, follow:
1 C -0.384
2 C -0.376
3 P 0.161
4 S 0.052
5 H 0.228
6 H 0.201
7 H 0.214
8 H -0.050
9 H -0.046


(5)
A structure of composition ClHNP at a distorted geometry. Source: the OMol25 dataset; level of theory: ωB97M-V/def2-TZVPD.

Properties
Spin multiplicity: 1
Relative energy (zero: lowest compared OMol25 entry of this formula, charge and spin), kJ/mol: 289.9
LUMO energy, hartree: -0.04987
HOMO-LUMO gap, eV: 9.01

Structure (XYZ):
```
4
ClHNP (ωB97M-V/def2-TZVPD)
N -0.12002 -0.54153 0.01985
P 0.69026 0.73751 -0.16884
Cl -2.22485 -0.03283 -0.09624
H 1.65461 -0.16315 0.24523
```

The computed natural (NBO) charges, all in e, follow:
1 N -0.699
2 P 0.883
3 Cl -0.166
4 H -0.019


(6)
A cluster of 2 separate species, C5H9NO3 in total. Source: the OMol25 dataset; level of theory: ωB97M-V/def2-TZVPD.

Properties
Spin multiplicity: 1
Relative energy (zero: lowest compared OMol25 entry of this formula, charge and spin), kJ/mol: 179.4
LUMO energy, hartree: 0.03181
HOMO-LUMO gap, eV: 11.48
SMILES: CC(O)(O)C#N.CC=O

Structure (XYZ):
```
18
C5H9NO3 (ωB97M-V/def2-TZVPD)
C 0.56386 -1.66792 -1.67369
C 1.11231 -0.99259 -0.41354
O 2.33343 -1.57096 -0.06609
O 1.31718 0.38612 -0.58333
C 0.12959 -1.19537 0.67838
N -0.63852 -1.29099 1.52240
H -0.38601 -1.21880 -1.95357
H 0.43237 -2.73515 -1.49598
H 1.28727 -1.52266 -2.47392
H 2.87310 -0.88434 0.35887
H 0.47792 0.80054 -0.86086
C -1.00547 1.90447 1.49422
C -1.79116 1.43774 0.32509
O -1.33657 1.12738 -0.75076
H -1.40074 2.85913 1.82945
H -1.14007 1.19079 2.30397
H 0.04814 1.99750 1.25631
H -2.87660 1.37512 0.50304
```

The computed natural (NBO) charges, all in e, follow:
1 C -0.631
2 C 0.434
3 O -0.688
4 O -0.729
5 C 0.247
6 N -0.349
7 H 0.228
8 H 0.228
9 H 0.232
10 H 0.491
11 H 0.509
12 C -0.737
13 C 0.487
14 O -0.578
15 H 0.237
16 H 0.264
17 H 0.236
18 H 0.118


Question: What is the formula in the third record?
Answer: C5H7NO


Question: Which value of relative energy (zero: lowest compared OMol25 entry of this formula, charge and spin) does entry 2 give?
Answer: 888.3 kJ/mol